A 8-piece molecular cluster, C29H71O19P3 overall, computed with the ωB97M-V functional and the def2-TZVPD basis.

Element x y z (Å)
C: 0.803 -2.050 8.888
O: -0.555 -1.845 8.438
P: -0.731 -0.951 7.145
O: 0.125 0.225 6.986
O: -0.614 -2.036 5.962
C: -0.132 -1.721 4.661
O: -2.295 -0.671 7.182
C: -2.833 0.638 7.148
H: 1.023 -1.348 9.687
H: 1.507 -1.966 8.063
H: 0.845 -3.062 9.283
H: 0.639 -2.453 4.409
H: 0.320 -0.729 4.675
H: -0.919 -1.864 3.921
H: -3.386 0.821 8.076
H: -3.607 0.808 6.397
H: -2.035 1.370 7.035
C: 1.698 -5.680 1.715
O: 1.416 -6.886 1.019
P: 1.330 -7.006 -0.568
O: 0.946 -8.351 -0.986
O: 2.697 -6.403 -1.089
C: 3.367 -6.842 -2.292
O: 0.258 -5.902 -0.991
C: -1.114 -5.958 -0.683
H: 1.531 -4.806 1.077
H: 2.732 -5.706 2.051
H: 1.030 -5.530 2.563
H: 3.640 -5.881 -2.728
H: 2.845 -7.469 -3.010
H: 4.274 -7.366 -1.995
H: -1.589 -5.209 -1.322
H: -1.362 -5.578 0.314
H: -1.576 -6.932 -0.831
C: 1.302 -0.818 1.389
O: 1.628 -0.452 0.050
P: 0.539 -0.487 -1.116
O: 0.959 0.204 -2.343
O: -0.724 0.169 -0.386
C: -1.525 1.154 -1.037
O: 0.162 -2.027 -1.239
C: 0.494 -2.783 -2.417
H: 1.173 -1.886 1.571
H: 0.378 -0.388 1.787
H: 2.121 -0.368 1.947
H: -2.532 0.748 -1.114
H: -1.243 1.513 -2.025
H: -1.560 2.041 -0.405
H: -0.394 -3.031 -2.992
H: 1.032 -3.671 -2.097
H: 1.133 -2.181 -3.062
C: -7.255 1.711 -0.826
C: -6.684 2.596 -1.902
C: -5.437 3.107 -1.203
O: -4.921 1.981 -0.485
C: -6.018 1.084 -0.176
H: -7.942 0.949 -1.198
H: -7.750 2.272 -0.031
H: -7.382 3.410 -2.101
H: -6.404 2.066 -2.813
H: -5.730 3.911 -0.511
H: -4.689 3.607 -1.817
H: -6.165 1.008 0.899
H: -5.717 0.188 -0.723
C: -0.444 -0.276 -7.107
C: -0.641 -1.558 -7.898
C: -0.619 -2.691 -6.843
O: -0.414 -2.029 -5.609
C: 0.190 -0.758 -5.819
H: -1.443 0.049 -6.801
H: 0.080 0.539 -7.602
H: 0.126 -1.696 -8.671
H: -1.535 -1.532 -8.527
H: 0.217 -3.354 -7.076
H: -1.575 -3.197 -6.967
H: 1.279 -0.877 -5.807
H: -0.123 -0.087 -5.019
C: 2.748 2.906 2.123
C: 1.740 2.979 0.955
C: 0.615 3.843 1.561
O: 0.912 4.035 2.923
C: 2.321 4.090 2.991
H: 3.810 2.905 1.873
H: 2.577 2.015 2.730
H: 1.482 1.946 0.720
H: 2.213 3.351 0.046
H: -0.371 3.428 1.347
H: 0.580 4.824 1.059
H: 2.721 3.902 3.988
H: 2.619 5.072 2.601
C: 5.135 0.270 0.339
O: 5.579 -0.585 -0.686
C: 4.553 -1.530 -1.043
C: 4.529 -2.819 -0.265
O: 3.958 -2.618 1.016
C: 4.717 -3.002 2.128
H: 5.901 1.018 0.569
H: 5.047 -0.211 1.321
H: 4.213 0.804 0.108
H: 4.786 -1.698 -2.096
H: 3.602 -1.013 -0.914
H: 5.527 -3.253 -0.145
H: 3.902 -3.535 -0.811
H: 4.292 -2.578 3.040
H: 5.741 -2.621 2.079
H: 4.709 -4.086 2.280
C: -1.398 4.778 -2.308
O: -2.518 4.895 -1.449
C: -2.464 5.998 -0.540
C: -2.311 7.372 -1.150
O: -0.961 7.569 -1.540
C: -0.746 8.836 -2.120
H: -0.406 4.798 -1.848
H: -1.542 5.533 -3.083
H: -1.396 3.810 -2.818
H: -1.667 5.778 0.180
H: -3.425 5.854 -0.042
H: -2.540 8.120 -0.385
H: -2.957 7.481 -2.028
H: 0.289 8.892 -2.444
H: -0.894 9.644 -1.395
H: -1.448 8.981 -2.945

net charge: 0
E: -3601.2618 a.u.
SMILES: COP(=O)(OC)OC.COP(=O)(OC)OC.COP(=O)(OC)OC.C1CCOC1.C1CCOC1.C1CCOC1.COCCOC.COCCOC
gap between HOMO and LUMO: 0.359 Ha
HOMO: -9.32 eV

These are the Mulliken partial charges, in e, on atoms 1 to 99: -0.6207, -0.3460, 1.1394, -0.6953, -0.3345, -0.7019, -0.3387, -0.6436, 0.2489, 0.3019, 0.2437, 0.2639, 0.3533, 0.3251, 0.2547, 0.2444, 0.3141, -0.3750, -0.3903, 0.7338, -0.7624, -0.0756, -0.7781, 0.0876, -0.8049, -0.0068, 0.2754, 0.3355, 0.2715, 0.3501, 0.2857, 0.2220, 0.3109, 0.3318, -0.9666, 0.5047, 0.5288, -0.7737, -0.3673, -0.5026, 0.0405, -0.5427, 0.1373, 0.3633, 0.2464, 0.2707, 0.2499, 0.0759, 0.2701, 0.0417, 0.3302, -0.6426, -0.5312, -0.1884, -0.3154, -0.4759, 0.3264, 0.2695, 0.3380, 0.3049, 0.1244, 0.1858, 0.2843, 0.3131, -0.5506, -0.6536, -0.4648, -0.2787, -0.1681, 0.2366, 0.3953, 0.2609, 0.3018, 0.3066, 0.2917, 0.2665, 0.0674, -0.4414, 0.7141, -0.2218, -0.4578, -0.6565, 0.3589, 0.1014, -0.9274, 0.4604, 0.2346, 0.0564, 0.4031, 0.2946, -0.4272, -0.4975, 0.0812, -0.4046, 0.1456, -1.1025, 0.4075, 0.1550, 0.0780

C26H22ClN3O7V as an isolated structure, computed with the ωB97M-V functional and the def2-TZVPD basis.

Element x y z (Å)
V: 1.104 -1.003 1.614
C: -3.142 1.105 -5.913
O: -2.356 1.904 -5.056
C: -2.897 2.245 -3.849
C: -4.203 1.970 -3.473
C: -4.650 2.377 -2.220
C: -3.800 3.006 -1.328
C: -2.492 3.303 -1.726
C: -2.051 2.929 -2.977
N: -4.386 3.454 -0.093
N: -3.817 3.354 1.009
C: -2.584 2.659 1.174
C: -1.599 3.326 1.871
C: -0.313 2.798 2.046
C: -0.015 1.544 1.539
O: 1.124 0.934 1.563
C: -1.072 0.791 0.920
N: -0.737 -0.487 0.622
C: -1.664 -1.274 0.145
C: -2.993 -0.852 -0.056
C: -3.339 0.436 0.250
C: -2.357 1.318 0.748
H: -2.516 0.868 -6.768
H: -4.032 1.641 -6.257
H: -3.449 0.178 -5.420
H: -4.885 1.460 -4.138
H: -5.675 2.195 -1.922
H: -1.820 3.813 -1.052
H: -1.040 3.141 -3.296
H: -1.834 4.311 2.257
H: 0.455 3.353 2.568
H: -1.371 -2.295 -0.073
H: -3.732 -1.559 -0.406
H: -4.365 0.769 0.153
Cl: 8.981 -3.080 -0.453
C: 7.371 -2.551 -0.041
C: 6.904 -2.750 1.248
C: 5.626 -2.319 1.570
C: 4.829 -1.709 0.611
C: 5.313 -1.527 -0.678
C: 6.592 -1.943 -1.012
C: 3.444 -1.255 0.954
O: 2.662 -0.938 0.033
O: 3.065 -1.219 2.160
H: 7.535 -3.231 1.983
H: 5.231 -2.451 2.568
H: 4.671 -1.061 -1.413
H: 6.985 -1.802 -2.009
C: 1.027 -3.421 -0.209
O: 0.813 -2.703 0.956
H: 0.072 -3.783 -0.619
H: 1.650 -4.307 -0.016
H: 1.527 -2.827 -0.983
C: 0.160 -1.235 5.213
C: -0.843 -1.308 4.068
O: -2.016 -1.567 4.276
O: -0.339 -1.070 2.902
H: -0.344 -1.350 6.170
H: 0.686 -0.280 5.175
H: 0.903 -2.025 5.091

net charge: -1
E: -3099.3124 a.u.
expectation value of S²: 2.009
2S+1: 3
gap between HOMO and LUMO (alpha / beta): 0.257 / 0.264 Ha
HOMO (alpha / beta): -4.65 / -4.85 eV

Charges obtained by natural (NBO) population analysis, quoted in units of e: 1.4166, -0.2509, -0.4934, 0.2806, -0.2683, -0.2082, 0.0342, -0.1986, -0.2369, -0.1571, -0.1001, -0.0130, -0.1646, -0.3231, 0.3859, -0.6936, 0.1791, -0.4049, 0.0928, -0.2429, -0.1415, -0.1012, 0.1956, 0.1695, 0.1779, 0.2086, 0.2193, 0.2334, 0.2254, 0.2148, 0.2164, 0.2119, 0.2126, 0.2151, -0.0250, -0.0280, -0.2641, -0.1062, -0.1563, -0.1587, -0.2377, 0.7627, -0.6571, -0.6856, 0.2216, 0.2330, 0.2421, 0.2207, -0.2262, -0.7696, 0.1341, 0.1530, 0.1656, -0.7301, 0.8153, -0.6698, -0.7703, 0.2105, 0.2172, 0.2176

A 2-piece molecular cluster, C2H9NOS overall, computed with the ωB97M-V functional and the def2-TZVPD basis.

Element x y z (Å)
S: -2.691 -0.119 0.813
H: -2.801 -1.440 1.025
C: 0.520 1.212 0.225
O: -0.297 2.000 -0.606
C: 0.997 0.004 -0.581
N: 0.419 -1.297 -0.097
H: -0.028 0.900 1.117
H: 1.385 1.803 0.530
H: -1.219 1.775 -0.396
H: 0.688 0.117 -1.617
H: 2.080 -0.121 -0.590
H: -0.623 -1.283 -0.029
H: 0.760 -1.487 0.848
H: 0.810 -2.065 -0.641

net charge: 0
E: -609.7129 a.u.
gap between HOMO and LUMO: 0.241 Ha
HOMO: -6.92 eV

Charges obtained by natural (NBO) population analysis, quoted in units of e: -0.9970, 0.1054, -0.1062, -0.7231, -0.2439, -0.7046, 0.2241, 0.1833, 0.5066, 0.2399, 0.2024, 0.4738, 0.4216, 0.4175

An isolated molecule of C7H14, computed with the ωB97M-V functional and the def2-TZVPD basis.

Element x y z (Å)
C: 2.082 -0.064 -0.942
C: 0.739 -0.745 -0.681
C: 0.718 -1.685 0.431
C: -0.594 -0.275 1.663
C: -0.398 0.074 0.105
C: -0.053 1.564 0.167
C: -1.725 -0.131 -0.645
H: 2.020 0.731 -1.696
H: 2.785 -0.818 -1.314
H: 2.506 0.345 -0.020
H: 0.309 -1.099 -1.630
H: -0.190 -2.304 0.288
H: -0.808 -1.294 2.005
H: -1.482 0.312 1.904
H: 0.242 0.088 2.268
H: -0.858 2.077 0.708
H: 0.040 2.021 -0.823
H: 0.875 1.731 0.719
H: -1.896 -1.183 -0.901
H: -2.564 0.209 -0.025
H: -1.748 0.445 -1.581

net charge: 0
E: -274.9550 a.u.
gap between HOMO and LUMO: 0.331 Ha
HOMO: -8.20 eV

Charges obtained by natural (NBO) population analysis, quoted in units of e: -0.6117, -0.3804, -0.0701, -0.6303, 0.0186, -0.6088, -0.6156, 0.2035, 0.2187, 0.2137, 0.2035, 0.1032, 0.2411, 0.2029, 0.2284, 0.2137, 0.2128, 0.2193, 0.2147, 0.2087, 0.2140

C30H28N5OReS2 as an isolated structure, computed with the ωB97M-V functional and the def2-TZVPD basis.

Element x y z (Å)
Re: -0.121 -0.559 0.585
N: 2.115 -2.126 4.114
C: 1.267 -1.902 3.080
S: 0.535 -0.313 2.987
N: 1.032 -2.852 2.241
N: 0.195 -2.523 1.206
C: -0.412 -3.548 0.666
C: -1.607 -3.490 -0.093
C: -2.075 -4.659 -0.731
C: -3.339 -4.729 -1.245
C: -4.206 -3.635 -1.082
C: -3.796 -2.492 -0.448
C: -2.470 -2.354 0.024
O: -2.099 -1.238 0.576
H: 2.085 -1.494 4.892
H: 2.423 -3.071 4.282
H: -0.039 -4.529 0.953
H: -1.399 -5.503 -0.808
H: -3.683 -5.624 -1.743
H: -5.216 -3.699 -1.468
H: -4.463 -1.650 -0.315
S: -3.106 2.387 -1.207
C: -3.020 2.823 0.475
C: -3.883 3.638 1.194
C: -3.643 3.804 2.544
C: -2.558 3.175 3.157
C: -1.703 2.363 2.441
C: -1.938 2.168 1.080
N: -1.210 1.367 0.206
C: -1.723 1.376 -1.009
C: -1.205 0.482 -2.023
C: -1.554 0.564 -3.372
C: -1.079 -0.390 -4.250
C: -0.263 -1.414 -3.780
C: 0.089 -1.483 -2.439
C: -0.376 -0.540 -1.526
H: -4.729 4.113 0.715
H: -4.310 4.418 3.134
H: -2.391 3.315 4.217
H: -0.889 1.850 2.932
H: -2.188 1.374 -3.715
H: -1.346 -0.342 -5.298
H: 0.106 -2.162 -4.471
H: 0.738 -2.283 -2.100
C: 3.649 3.489 0.030
N: 2.224 3.091 0.141
C: 1.912 2.653 1.524
C: 1.806 2.062 -0.910
C: 2.509 0.733 -0.789
C: 3.723 0.611 -1.464
C: 4.478 -0.545 -1.393
C: 4.004 -1.588 -0.613
C: 2.774 -1.483 0.019
C: 1.956 -0.342 -0.056
H: 3.854 4.303 0.721
H: 3.866 3.812 -0.986
H: 4.273 2.636 0.279
H: 1.661 3.920 -0.041
H: 2.476 1.754 1.750
H: 0.855 2.421 1.602
H: 2.173 3.444 2.225
H: 2.020 2.519 -1.875
H: 0.730 1.939 -0.801
H: 4.072 1.435 -2.079
H: 5.407 -0.634 -1.940
H: 4.572 -2.504 -0.517
H: 2.460 -2.340 0.595

net charge: +1
E: -2383.4800 a.u.
expectation value of S²: 0.762
2S+1: 2
gap between HOMO and LUMO (alpha / beta): 0.237 / 0.251 Ha
HOMO (alpha / beta): -10.14 / -10.30 eV

Charges obtained by natural (NBO) population analysis, quoted in units of e: 1.1377, -0.7899, 0.2876, -0.1420, -0.4031, -0.3129, 0.1575, -0.1594, -0.1586, -0.2426, -0.1475, -0.2632, 0.3826, -0.6644, 0.4038, 0.4080, 0.2182, 0.2189, 0.2273, 0.2243, 0.2267, 0.4696, -0.2317, -0.2033, -0.1986, -0.1809, -0.2431, 0.1815, -0.5509, 0.1474, -0.2001, -0.1662, -0.2107, -0.1713, -0.2201, -0.1996, 0.2342, 0.2308, 0.2275, 0.2266, 0.2165, 0.2265, 0.2232, 0.2192, -0.4216, -0.3350, -0.4325, -0.2513, -0.0307, -0.2289, -0.2168, -0.1843, -0.2406, -0.2903, 0.2296, 0.2289, 0.2456, 0.4239, 0.2548, 0.2439, 0.2265, 0.2221, 0.2440, 0.2025, 0.2250, 0.2234, 0.2263

An isolated molecule of C3H9NOS, computed with the ωB97M-V functional and the def2-TZVPD basis.

Element x y z (Å)
N: 1.415 1.473 -0.321
C: 1.461 0.456 0.736
C: 0.662 -0.832 0.364
O: 0.964 -1.257 -0.975
C: -0.872 -0.844 0.683
S: -1.736 0.444 -0.253
H: 0.478 1.923 -0.356
H: 1.463 1.002 -1.177
H: 1.131 0.751 1.727
H: 2.547 0.174 0.833
H: 1.137 -1.526 1.052
H: 0.184 -1.123 -1.549
H: -1.062 -0.767 1.759
H: -1.302 -1.836 0.408
H: -1.922 1.363 0.703

net charge: 0
E: -647.8573 a.u.
SMILES: NC[C@H](O)CS
gap between HOMO and LUMO: 0.345 Ha
HOMO: -8.80 eV

Charges obtained by natural (NBO) population analysis, quoted in units of e: -0.8298, -0.2423, 0.0735, -0.7251, -0.5617, -0.0654, 0.3524, 0.3578, 0.1923, 0.1964, 0.1729, 0.4716, 0.2378, 0.2339, 0.1357

Molar mass, record by record: 816.8; 574.9; 95.2; 98.2; 724.9; 107.2 g/mol
Maximum force, record by record: 1.894; 1.340; 1.086; 0.660; 2.693; 2.929 eV Å⁻¹
Relative energy (zero: lowest compared OMol25 entry of this formula, charge and spin), record by record: 1.0; 14.9; 35.3; 101.2; 2.4; 25.6 kcal per mole